Formula: C7H18NSe
Source: the OMol25 dataset
Level of theory: the ωB97M-V functional and the def2-TZVPD basis

ORCA input file:
```
! wB97M-V def2-TZVPD RIJCOSX def2/J DEFGRID3
* xyz 1 1
C -1.968 -1.731 0.149
C -1.679 0.339 -1.349
C -3.227 0.345 0.733
C 3.713 0.063 0.440
C 1.637 1.089 -0.984
C 1.328 -0.446 0.804
C -2.064 -0.244 0.025
N 2.255 0.563 0.344
Se -0.817 0.574 1.462
H -2.525 -2.132 -0.784
H -0.921 -2.081 0.094
H -2.403 -2.235 0.977
H -0.680 -0.133 -1.624
H -2.207 0.084 -2.185
H -1.466 1.440 -1.340
H -4.208 0.101 0.267
H -3.202 0.121 1.790
H -3.176 1.405 0.680
H 3.996 0.425 1.423
H 3.621 -1.071 0.553
H 4.384 0.289 -0.409
H 1.610 0.385 -1.760
H 0.641 1.502 -0.737
H 2.386 1.920 -1.251
H 1.720 -0.889 1.696
H 1.184 -1.063 0.026
H 2.069 1.381 0.960
*
```

E_LUMO	-3.8926	eV
HOMO energy	-12.41	eV
energy above the lowest of the compared OMol25 structures with the same formula, charge and spin	9.9	kcal per mole
frontier orbital gap	8.52	eV
DFT total energy	-2733.33548	a.u.